Entry 1:
ORCA calculation (the ωB97M-V functional and the def2-TZVPD basis) on a gas-phase ion, C8H11N3O2 (charge +2) at a distorted geometry.

```
24
Properties=species:S:1:pos:R:3:nbo_charge:R:1
C 1.909 1.382 -1.034 -0.2819
O 1.993 0.331 -0.063 -0.2893
N 0.999 -0.643 -0.073 0.1644
C 1.197 -1.542 1.090 -0.4532
N 0.827 -1.299 -1.289 -0.2649
N -0.421 -1.189 -1.824 0.4327
O -0.598 -1.548 -2.948 -0.1215
C -1.300 -0.610 -0.928 -0.0937
C -2.667 -0.335 -1.091 -0.0599
C -3.286 0.369 -0.047 -0.1720
C -2.575 0.833 1.061 -0.0447
C -1.169 0.566 1.229 -0.2733
C -0.618 -0.187 0.213 0.3133
H 2.167 0.942 -1.979 0.1959
H 2.768 1.902 -0.673 0.2708
H 0.951 1.925 -0.975 0.2166
H 2.066 -1.079 1.717 0.3045
H 0.226 -1.586 1.709 0.2610
H 1.400 -2.549 0.774 0.2696
H 1.749 -1.318 -1.883 0.4931
H -3.228 -0.856 -1.774 0.2711
H -4.422 0.500 -0.028 0.2954
H -3.169 1.142 1.855 0.2662
H -0.712 0.902 2.157 0.2998
```

Properties
HOMO energy (spin up / spin down): -18.79 / -18.79 eV
E: -625.2549 Ha
structure (SMILES): CO[N@+]1(C)N[N+](=O)c2ccccc21
net charge: +2


Entry 2:
ORCA calculation (the ωB97M-V functional and the def2-TZVPD basis) on a gas-phase ion, C8H11N4O3 (charge +1) at a distorted geometry.

```
26
Properties=species:S:1:pos:R:3:nbo_charge:R:1
N -1.767 1.184 1.164 -0.6656
N -1.157 0.181 0.389 -0.3674
C 0.293 0.095 0.262 0.2407
C 1.101 0.179 1.432 -0.2775
C 2.477 0.084 1.259 -0.1348
C 3.074 -0.161 0.010 0.0166
N 4.525 -0.169 -0.077 0.5238
O 5.134 0.280 0.865 -0.3533
O 5.045 -0.466 -1.123 -0.3443
C 2.286 -0.271 -1.089 -0.1307
C 0.841 -0.219 -0.982 -0.2828
C -1.998 -0.445 -0.476 0.0388
N -3.201 -0.793 0.439 -0.7340
C -2.815 0.335 -1.901 0.4424
O -3.986 0.300 -1.989 -0.4634
H -1.535 2.115 0.866 0.3835
H -1.439 1.073 2.068 0.3691
H 0.727 0.314 2.454 0.2351
H 3.130 0.223 2.067 0.2574
H 2.690 -0.213 -2.076 0.2567
H 0.258 -0.135 -1.834 0.2113
H -1.547 -1.383 -0.924 0.2449
H -3.285 -1.844 0.433 0.4430
H -4.041 -0.357 0.059 0.4624
H -2.722 -0.450 1.346 0.4798
H -2.088 0.542 -2.642 0.1483
```

Properties
HOMO energy: -12.80 eV
E: -755.7409 Ha
structure (SMILES): NN(c1ccc([N+](=O)[O-])cc1)[C@@H]([NH3+])C=O
net charge: +1


Entry 3:
ORCA calculation (the ωB97M-V functional and the def2-TZVPD basis) on C8H11NO in the gas phase at a distorted geometry.

```
21
Properties=species:S:1:pos:R:3:nbo_charge:R:1
C 0.229 0.178 1.296 -0.6181
C 0.341 0.117 -0.270 0.0828
C 1.027 -1.221 -0.464 -0.6238
C 1.282 1.108 -0.954 -0.6042
N -0.882 0.028 -1.093 -0.2921
C -2.107 0.755 -0.507 -0.0040
C -3.301 1.061 -0.060 0.0551
O -3.949 -0.090 0.291 -0.4318
C -3.175 -1.141 -0.172 0.0495
C -2.013 -0.653 -0.577 0.0092
H -0.776 0.486 1.614 0.2263
H 0.468 -0.780 1.660 0.2138
H 1.010 1.004 1.659 0.2203
H 1.880 -1.408 0.257 0.2155
H 1.639 -1.388 -1.403 0.2167
H 0.433 -2.136 -0.293 0.2188
H 1.035 1.228 -1.954 0.2272
H 1.133 2.108 -0.620 0.2074
H 2.251 0.887 -0.973 0.2107
H -3.673 1.967 0.184 0.2028
H -3.568 -2.154 -0.179 0.2177
```

Properties
HOMO energy: -8.73 eV
E: -441.1863 Ha
structure (SMILES): CC(C)(C)N1c2cocc21


Entry 4:
ORCA calculation (the ωB97M-V functional and the def2-TZVPD basis) on a gas-phase ion, C8H11NO2P (charge +1) at a distorted geometry.

```
23
Properties=species:S:1:pos:R:3:nbo_charge:R:1
C -0.741 1.414 0.640 -0.1079
C -1.009 -0.594 -0.738 -0.1467
C -2.128 1.415 0.806 -0.2618
C -2.372 -0.504 -0.733 -0.2802
C -0.129 0.362 -0.101 -0.2235
C -2.893 0.470 0.096 0.3755
C 1.413 -2.176 0.305 -0.4468
C 1.324 0.224 -0.119 0.1525
N 1.997 -0.872 -0.065 -0.4514
O 3.842 0.887 -0.364 -0.9791
O -4.180 0.662 0.433 -0.6271
P 2.447 1.710 -0.046 0.8667
H -0.025 2.173 1.057 0.2334
H -0.737 -1.310 -1.490 0.2331
H -2.581 1.835 1.655 0.2520
H -2.955 -1.159 -1.324 0.2421
H 1.335 -2.270 1.359 0.2317
H 0.350 -2.146 -0.063 0.2329
H 1.902 -3.063 -0.179 0.2488
H 2.295 2.499 -1.382 0.0120
H 4.545 1.444 -0.045 0.5178
H 2.961 -0.850 -0.021 0.4353
H -4.662 -0.150 0.322 0.4906
```

Properties
HOMO energy: -12.46 eV
E: -857.7498 Ha
net charge: +1


Entry 5:
ORCA calculation (the ωB97M-V functional and the def2-TZVPD basis) on C8H11NO3 in the gas phase at a distorted geometry.

```
23
Properties=species:S:1:pos:R:3:nbo_charge:R:1
C 1.429 -1.311 0.297 -0.6105
C 0.209 -0.518 0.530 -0.2017
C 0.604 0.996 0.810 -0.4175
C -0.425 1.757 0.020 -0.4192
C -1.420 0.735 -0.544 -0.0654
C -2.707 0.725 -0.446 0.2794
O -3.689 1.542 -0.024 -0.3998
C -4.112 0.404 -0.663 0.1133
N -4.676 -0.504 0.222 0.4894
O -5.207 -1.519 -0.202 -0.3796
O -4.516 -0.298 1.403 -0.3490
C -0.573 -0.433 -0.855 -0.4206
H 2.104 -0.803 -0.456 0.1967
H 1.116 -2.251 -0.025 0.2075
H 2.243 -1.340 1.121 0.2160
H -0.426 -1.030 1.369 0.2203
H 1.614 1.257 0.354 0.2047
H 0.654 1.285 1.866 0.2270
H -0.070 2.077 -0.943 0.2172
H -0.940 2.620 0.603 0.2286
H -4.575 0.328 -1.626 0.2240
H -0.985 -1.417 -1.192 0.2380
H 0.333 -0.062 -1.499 0.2011
```

Properties
HOMO energy: -9.36 eV
E: -591.6834 Ha
structure (SMILES): C[C@H]1CC/C(=C2\O[C@@H]2[N+](=O)[O-])C1


Entry 6:
ORCA calculation (the ωB97M-V functional and the def2-TZVPD basis) on C8H11NO3 in the gas phase at a distorted geometry.

```
23
Properties=species:S:1:pos:R:3:nbo_charge:R:1
C 1.400 0.960 1.424 -0.4060
C 0.855 -0.106 0.775 0.0478
C 1.266 -1.518 1.172 -0.6603
C 0.001 0.115 -0.520 0.0753
C 1.053 0.679 -1.504 -0.6132
C -0.754 -1.077 -1.019 -0.5103
C -2.011 -1.064 -0.177 0.5111
O -2.569 -2.014 0.269 -0.4585
C -2.271 0.398 0.137 0.5130
O -3.265 0.982 0.521 -0.5936
N -1.059 0.973 -0.093 -0.1224
O -0.894 2.359 0.139 -0.5095
H 1.306 2.011 1.310 0.2137
H 1.976 0.801 2.249 0.1859
H 1.478 -1.403 2.202 0.2339
H 2.012 -1.928 0.409 0.2225
H 0.429 -2.115 1.214 0.2109
H 1.745 1.535 -1.300 0.2510
H 0.554 0.829 -2.526 0.2022
H 1.640 -0.125 -1.825 0.2205
H -0.167 -2.074 -0.865 0.2485
H -0.903 -0.789 -1.996 0.2448
H -1.825 2.572 0.001 0.4926
```

Properties
HOMO energy: -9.36 eV
E: -591.7851 Ha
structure (SMILES): C=C(C)[C@@]1(C)CC(=O)C(=O)N1O


Entry 7:
ORCA calculation (the ωB97M-V functional and the def2-TZVPD basis) on 2 unconnected molecules or ions with the total composition C8H11NO5S at a distorted geometry.

```
26
Properties=species:S:1:pos:R:3:nbo_charge:R:1
C -1.815 0.640 -0.081 0.0275
C -4.033 0.172 0.065 0.4229
C 0.050 -2.263 -1.125 0.6953
C 2.812 -0.875 0.100 -0.7233
C 1.178 0.568 1.416 -0.7205
C -2.985 0.967 0.839 -0.5297
C -0.302 -0.809 -0.936 -0.0584
C 1.780 0.195 0.086 -0.0258
N -1.182 -0.411 -0.006 -0.4245
O 0.016 -2.721 -2.253 -0.7632
O 3.022 2.393 0.181 -1.0823
O -4.750 0.835 -0.633 -0.5997
O 0.288 -2.917 -0.100 -0.7852
O 3.085 1.285 -2.047 -1.0563
S 2.247 1.796 -0.956 1.4608
H -1.886 1.164 -0.994 0.1331
H -4.117 -0.932 -0.028 0.1371
H 3.798 -0.477 -0.048 0.2186
H 2.768 -1.444 0.976 0.1950
H 2.551 -1.670 -0.777 0.2475
H 1.192 -0.333 1.968 0.2019
H 1.966 1.299 1.845 0.2321
H 0.279 1.070 1.442 0.2039
H -3.293 1.946 0.773 0.2116
H -2.735 0.617 1.898 0.2147
H 0.066 -0.097 -1.606 0.1668
```

Properties
HOMO energy (spin up / spin down): -0.47 / -0.35 eV
E: -1140.4275 Ha
net charge: -2


Entry 8:
ORCA calculation (the ωB97M-V functional and the def2-TZVPD basis) on 2 unconnected molecules or ions with the total composition C8H11NSe at a distorted geometry.

```
21
Properties=species:S:1:pos:R:3:nbo_charge:R:1
C -1.075 1.246 2.476 -0.3616
C -1.242 1.957 1.337 -0.2265
C -0.955 1.595 0.006 -0.2819
C -0.185 0.613 -0.467 -0.3649
Se 0.085 0.474 -2.307 0.3046
C 0.929 -1.328 -2.496 -0.5813
C 2.066 -1.394 -1.385 -0.1722
C 1.897 -2.344 -0.480 -0.3955
H -1.526 1.629 3.389 0.2013
H -0.658 0.131 2.544 0.1962
H -1.883 2.890 1.433 0.2052
H -1.453 2.212 -0.649 0.1916
H 0.367 -0.111 0.125 0.2278
H 1.356 -1.528 -3.440 0.2304
H 0.083 -2.097 -2.456 0.2255
H 2.753 -0.664 -1.382 0.2026
H 2.716 -2.389 0.220 0.1948
H 1.030 -2.916 -0.300 0.2049
C -3.711 0.707 -0.371 0.0775
N -3.679 0.218 0.660 -0.2957
H -3.723 1.109 -1.306 0.2172
```

Properties
HOMO energy: -7.67 eV
E: -2767.4540 Ha
structure (SMILES): C=C/C=C/[Se]CC=C.C#N


Entry 9:
ORCA calculation (the ωB97M-V functional and the def2-TZVPD basis) on 2 unconnected molecules or ions with the total composition C8H11P at a distorted geometry.

```
20
Properties=species:S:1:pos:R:3:lowdin_spin:R:1
C 0.742 1.044 -1.486 0.0171
C 1.316 1.824 -0.522 0.0065
C -0.420 0.374 -1.179 0.0146
C 0.660 2.099 0.640 0.0022
C -1.171 0.669 -0.077 0.0068
C -0.653 1.647 0.799 0.0048
C -2.590 0.303 0.185 0.0000
C 1.660 -3.377 0.531 0.2448
P 2.209 -1.615 0.833 1.6282
H 1.334 0.686 -2.349 0.0010
H 2.319 2.390 -0.527 0.0000
H -1.022 -0.308 -1.878 -0.0001
H 1.137 2.764 1.271 -0.0001
H -3.021 -0.074 -0.721 0.0000
H -2.721 -0.387 1.036 0.0002
H -3.039 1.196 0.489 0.0000
H 0.587 -3.338 0.318 0.0261
H 1.844 -3.970 1.445 0.0248
H 2.068 -3.864 -0.416 0.0232
H -1.239 1.938 1.607 0.0000
```

Properties
HOMO energy (spin up / spin down): -8.14 / -9.01 eV
E: -652.6685 Ha
multiplicity: 3


Entry 10:
ORCA calculation (the ωB97M-V functional and the def2-TZVPD basis) on C8H12 in the gas phase at a distorted geometry.

```
20
Properties=species:S:1:pos:R:3:nbo_charge:R:1
C 1.036 -0.118 -1.277 -0.3939
C 1.257 -0.048 0.259 -0.2169
C 0.840 1.453 0.077 -0.3915
C -0.145 0.854 -0.973 -0.2247
C -1.255 0.086 -0.222 -0.2113
C -0.867 -1.405 -0.122 -0.3973
C 0.136 -0.895 0.954 -0.2174
C -1.008 0.085 1.317 -0.3944
H 0.847 -1.040 -1.795 0.1966
H 1.883 0.364 -1.805 0.2024
H 2.252 -0.313 0.645 0.2090
H 0.436 2.002 0.903 0.1958
H 1.703 2.072 -0.350 0.2085
H -0.512 1.472 -1.781 0.2090
H -2.252 0.296 -0.625 0.2087
H -0.571 -1.945 -1.023 0.2002
H -1.661 -2.015 0.363 0.2034
H 0.543 -1.556 1.742 0.2097
H -0.781 1.020 1.843 0.1996
H -1.850 -0.433 1.800 0.2045
```

Properties
HOMO energy: -9.90 eV
E: -311.9313 Ha
structure (SMILES): C1[C@H]2C[C@@H]1[C@H]1C[C@@H]2C1


Please write out number 5 again, unchanged.
ORCA calculation (the ωB97M-V functional and the def2-TZVPD basis) on C8H11NO3 in the gas phase at a distorted geometry.

```
23
Properties=species:S:1:pos:R:3:nbo_charge:R:1
C 1.429 -1.311 0.297 -0.6105
C 0.209 -0.518 0.530 -0.2017
C 0.604 0.996 0.810 -0.4175
C -0.425 1.757 0.020 -0.4192
C -1.420 0.735 -0.544 -0.0654
C -2.707 0.725 -0.446 0.2794
O -3.689 1.542 -0.024 -0.3998
C -4.112 0.404 -0.663 0.1133
N -4.676 -0.504 0.222 0.4894
O -5.207 -1.519 -0.202 -0.3796
O -4.516 -0.298 1.403 -0.3490
C -0.573 -0.433 -0.855 -0.4206
H 2.104 -0.803 -0.456 0.1967
H 1.116 -2.251 -0.025 0.2075
H 2.243 -1.340 1.121 0.2160
H -0.426 -1.030 1.369 0.2203
H 1.614 1.257 0.354 0.2047
H 0.654 1.285 1.866 0.2270
H -0.070 2.077 -0.943 0.2172
H -0.940 2.620 0.603 0.2286
H -4.575 0.328 -1.626 0.2240
H -0.985 -1.417 -1.192 0.2380
H 0.333 -0.062 -1.499 0.2011
```

Properties
HOMO energy: -9.36 eV
E: -591.6834 Ha
structure (SMILES): C[C@H]1CC/C(=C2\O[C@@H]2[N+](=O)[O-])C1